DFT (wB97M-V/def2-TZVPD) results for 12 unconnected molecules or ions with the total composition C93H195N11O11.

The calculation puts the lowest unoccupied orbital energy at 0.01378 Eh. As for the energy above the lowest of the compared OMol25 structures with the same formula, charge and spin: 0.0000 eV. As for the HOMO energy: -8.35 eV. Its SMILES is CC1(C)CCCC(C)(C)N1O.CC1(C)CCCC(C)(C)N1O.CC1(C)CCCC(C)(C)N1O.CC1(C)CCCC(C)(C)N1O.CC1(C)CCCC(C)(C)N1O.CC1(C)CCCC(C)(C)N1O.CC1(C)CCCC(C)(C)N1O.CC1(C)CCCC(C)(C)N1O.CC1(C)CCCC(C)(C)N1O.CCCC#N.CCCC#N.COCCOC. The value obtained for the calculated total energy is -5089.86215 a.u.

XYZ file:
```
310
Properties=species:S:1:pos:R:3:forces:R:3
C 3.487203 -0.437062 -4.149563 0.5 -1.4 -0.2
O 2.811145 0.759127 -4.044058 -0.8 1.7 -0.1
C 3.484966 1.920401 -4.623959 -0.1 -1.6 0.5
C 2.575819 3.144232 -4.525144 -0.3 0.7 -0.3
O 1.610108 3.087042 -5.555285 -1.2 0.1 0.0
C 0.365197 3.855315 -5.341539 3.3 -0.4 0.6
H 4.157813 -0.513829 -5.037851 -0.6 0.1 0.3
H 2.751626 -1.270421 -4.134747 0.2 0.5 -0.4
H 4.096368 -0.636657 -3.271225 0.5 0.2 0.2
H 3.722115 1.554467 -5.682497 -0.1 1.3 1.2
H 4.390643 2.088997 -3.993331 -0.3 0.0 -0.8
H 3.187186 4.063831 -4.655745 0.0 -0.4 0.0
H 2.054525 3.284669 -3.544242 0.6 -0.6 -0.3
H -0.279388 3.485793 -6.062014 -1.6 -1.0 -1.0
H 0.556793 4.882015 -5.633104 0.0 0.5 0.5
H 0.047581 3.710585 -4.309072 -0.3 0.2 -0.1
C -3.639703 5.854395 1.449957 0.5 0.4 0.6
C -2.271473 6.354268 0.968199 0.1 1.1 0.4
C -1.172121 5.566891 1.644842 1.4 0.5 1.5
C 0.244009 6.118721 1.254376 -1.0 0.4 -0.7
C 0.340794 5.865909 -0.246512 -0.6 1.0 -0.2
C -0.807197 6.432948 -1.123469 0.2 1.4 1.5
N -2.110285 6.169692 -0.475998 -0.1 -0.5 0.8
O -3.160320 6.927165 -1.050168 0.7 1.1 0.5
C -0.426741 7.938060 -1.316371 2.0 -0.3 0.1
C -0.743369 5.714145 -2.432546 0.2 -0.8 -0.5
C -2.227117 7.883765 1.391700 0.0 0.7 0.1
H -4.446852 6.486737 1.151967 -0.4 0.6 -0.5
H -3.710986 5.826735 2.546345 0.4 0.0 -0.2
H -3.856345 4.891161 1.079812 -0.1 -1.4 -0.4
H -1.413462 5.681630 2.723442 0.6 -0.2 -0.4
H -1.147124 4.485896 1.438844 -0.5 0.5 -0.2
H 1.112132 5.715214 1.747002 0.0 -0.9 0.4
H 0.374244 7.179585 1.474870 -0.5 0.2 0.0
H 0.322761 4.828346 -0.414225 0.3 -1.6 -0.1
H 1.220598 6.280985 -0.727425 0.5 -0.1 0.2
H 0.126909 8.214358 -0.405016 -0.4 0.3 -0.2
H 0.414003 7.918975 -2.076107 -1.2 0.4 0.4
H -1.140942 8.734723 -1.512373 -0.3 -0.5 -0.3
H -0.776280 4.617630 -2.284956 -0.2 0.4 0.0
H -1.611180 6.009335 -3.025460 0.3 0.0 -0.5
H 0.233497 5.926230 -2.923489 -0.9 0.0 0.0
H -1.483486 8.477847 0.852621 -0.1 -0.4 -0.1
H -1.996207 8.129537 2.458508 -0.3 -0.8 -0.6
H -3.196525 8.373810 1.164722 0.5 -0.4 0.1
H -3.329686 6.389598 -1.790137 -1.0 -0.8 -1.7
C 3.922218 -3.684463 3.907912 -0.3 0.8 -0.6
C 4.674699 -3.639023 5.228444 0.5 -0.8 -0.1
C 6.014878 -4.408684 5.186225 -0.1 -0.5 2.3
C 7.137071 -3.765649 4.377726 0.0 -1.0 0.8
C 7.361409 -2.397023 5.043774 -0.1 -0.5 -0.1
C 6.105273 -1.542131 4.924149 -0.8 -1.5 -0.1
N 5.031617 -2.301097 5.729168 1.4 0.6 -1.1
O 3.872637 -1.497414 5.789841 -0.7 0.0 1.1
C 6.306840 -0.227659 5.573929 -0.5 1.3 1.8
C 5.784803 -1.333136 3.440861 0.7 0.2 0.1
C 3.755001 -4.242221 6.296249 -1.1 -1.0 -0.7
H 4.559952 -3.547631 3.034048 0.0 -0.1 0.1
H 3.204765 -2.842315 3.916922 0.1 -0.5 -0.1
H 3.384020 -4.621973 3.755260 0.0 0.0 0.3
H 6.320937 -4.419611 6.271653 0.0 0.1 -0.8
H 5.823006 -5.473230 5.047751 0.0 0.0 -0.8
H 6.821132 -3.789841 3.352490 -0.2 0.7 -0.7
H 8.011227 -4.441188 4.301179 -0.1 0.5 0.7
H 8.155920 -1.814298 4.620422 0.7 0.1 -0.4
H 7.594022 -2.536405 6.115059 -0.1 -0.1 -0.4
H 6.500292 -0.394989 6.643468 -0.2 0.0 -0.1
H 7.166990 0.348829 5.252160 0.2 -0.2 -0.6
H 5.421237 0.440109 5.520629 0.4 -0.5 -0.1
H 6.352762 -0.446854 3.096161 -0.1 -0.6 -0.1
H 6.031572 -2.231575 2.848055 -0.3 0.9 0.1
H 4.752866 -1.073190 3.359499 -0.8 0.1 -0.3
H 3.615670 -5.373792 6.233539 0.5 1.4 -0.1
H 2.738368 -3.811625 6.138182 0.6 -0.3 0.4
H 4.125869 -3.979542 7.268287 0.1 0.0 0.6
H 3.664391 -1.585020 6.749565 -0.1 0.5 -1.0
C -8.163925 -3.200254 1.235602 -1.0 0.6 -1.0
C -6.770410 -2.815024 0.808346 0.7 0.6 -0.1
C -5.806715 -3.107400 1.937809 0.9 -1.6 -0.4
C -4.332100 -2.983455 1.453242 -0.4 -0.8 2.8
C -4.100302 -3.881818 0.259790 1.1 -0.1 0.5
C -5.031477 -3.653605 -0.914613 -1.0 -0.2 1.4
N -6.411972 -3.663622 -0.304434 0.5 -0.6 -1.9
O -7.332057 -3.367551 -1.434361 0.4 -1.1 1.4
C -4.685933 -2.370282 -1.586843 0.7 0.9 -1.0
C -4.959722 -4.777826 -1.919280 -1.0 0.1 -0.9
C -6.706627 -1.333487 0.515748 -1.3 0.1 0.4
H -8.323304 -2.689301 2.182797 -0.4 -0.3 0.2
H -8.202714 -4.293587 1.302359 -0.3 0.3 0.2
H -8.931043 -2.801547 0.495290 0.9 -0.7 0.9
H -6.013444 -2.531186 2.843072 -0.1 0.1 -0.2
H -5.943313 -4.203458 2.186159 0.1 1.0 0.0
H -3.770839 -3.377124 2.398885 -0.3 0.8 -1.9
H -3.992135 -1.958458 1.264714 -0.2 -0.1 0.1
H -4.087831 -4.916906 0.578160 -0.4 -0.4 0.1
H -3.069146 -3.688371 -0.014958 0.3 0.0 -0.6
H -4.503628 -1.612673 -0.812968 0.0 0.2 -0.6
H -3.763276 -2.522083 -2.208640 -0.6 0.3 0.7
H -5.483207 -2.072333 -2.292723 0.3 0.1 0.5
H -5.493810 -5.673273 -1.552445 0.3 0.4 -0.2
H -5.412858 -4.407670 -2.887259 0.4 -0.7 1.0
H -3.920753 -5.010622 -2.107399 0.4 -0.2 -0.1
H -5.858792 -0.826611 0.864633 1.7 0.3 0.2
H -7.454550 -0.928004 1.187353 -0.6 0.6 -0.4
H -6.841893 -1.092891 -0.522562 -0.5 0.2 -0.3
H -7.781724 -4.223041 -1.335812 -0.4 0.6 -0.8
C -0.914059 -3.916715 -5.921528 1.4 0.4 -2.7
C -1.967716 -2.807938 -6.023874 -0.3 -0.3 0.0
C -2.144383 -2.195102 -4.630287 -0.6 -2.3 -0.1
C -1.122902 -1.228201 -4.192742 1.2 0.5 -0.3
C -0.998244 -0.085567 -5.209632 1.1 -0.8 0.1
C -0.824704 -0.538118 -6.697345 -2.0 1.2 1.1
N -1.777481 -1.634638 -6.951197 -0.6 -1.4 -0.3
O -1.594768 -2.154163 -8.304086 0.6 0.3 1.1
C -1.364177 0.715353 -7.510478 0.1 -2.6 -1.3
C 0.564125 -0.853023 -7.022185 1.1 1.1 -1.2
C -3.230119 -3.583573 -6.516868 0.1 1.0 0.7
H -0.588725 -4.107904 -7.004466 -0.3 -0.1 1.4
H -1.256257 -4.876120 -5.501326 -0.2 0.7 0.0
H -0.034678 -3.554244 -5.408455 0.4 -0.1 0.3
H -3.127621 -1.810001 -4.568093 -1.2 0.8 0.1
H -2.128679 -3.087963 -3.986367 -0.2 0.2 0.3
H -0.165489 -1.772786 -4.033234 -0.2 0.5 -0.2
H -1.370228 -0.793411 -3.226874 -0.1 0.0 0.2
H -0.133794 0.543823 -4.857723 -0.9 -0.1 -0.8
H -1.929473 0.444707 -5.279628 -0.4 0.6 0.8
H -2.383397 0.951704 -7.235430 -0.1 0.2 0.4
H -0.677598 1.516800 -7.409932 0.5 0.9 0.2
H -1.440876 0.431549 -8.592111 0.4 0.3 0.7
H 1.047511 -1.489203 -6.314368 0.2 -1.0 0.2
H 0.569329 -1.169845 -8.070227 0.6 -0.4 0.3
H 1.123307 0.083215 -6.938878 0.1 0.1 -0.2
H -3.642563 -4.266917 -5.763201 0.0 0.6 0.4
H -2.975052 -4.282568 -7.301701 0.1 0.4 -0.7
H -3.944762 -2.795809 -6.798788 -0.2 -0.7 -0.2
H -2.390250 -1.873004 -8.744506 -0.5 0.2 -0.2
C 8.134689 -0.020641 -0.185153 0.0 -0.4 -0.9
C 8.027874 1.472960 -0.036194 0.6 2.2 -0.4
C 7.083992 1.988313 -1.126077 -1.3 -0.5 -0.8
C 6.502066 3.392888 -0.897947 0.1 -0.4 0.0
C 5.878393 3.499941 0.524677 -0.3 0.2 -1.6
C 6.960770 3.187091 1.549000 -1.1 -0.7 0.5
N 7.396884 1.835524 1.227354 0.1 -2.0 1.0
O 8.334550 1.313296 2.224087 -0.5 0.9 -0.1
C 8.011676 4.219806 1.522555 1.7 1.0 1.6
C 6.367301 3.206615 3.018120 -0.6 -0.7 -1.7
C 9.409027 2.196754 -0.251558 0.3 -2.0 -1.4
H 8.984307 -0.541769 0.191476 0.8 0.1 0.9
H 8.143138 -0.306720 -1.231782 0.0 0.3 -0.5
H 7.265440 -0.508778 0.177919 -1.0 -0.3 0.7
H 7.553603 1.921840 -2.140479 -0.2 0.0 0.9
H 6.201377 1.285003 -1.140840 0.7 0.5 -0.1
H 5.778293 3.586948 -1.720189 0.3 0.1 0.7
H 7.297134 4.149243 -0.965546 -0.3 -0.2 -0.2
H 4.967861 2.868098 0.571583 0.6 0.2 0.3
H 5.578672 4.546145 0.604884 -0.2 0.0 0.4
H 7.580948 5.070842 2.058568 0.4 0.1 0.2
H 8.897454 3.812831 2.077539 -0.7 0.6 -0.3
H 8.371123 4.618195 0.597283 0.0 -0.2 -0.7
H 5.819445 2.273927 3.178333 -0.1 0.0 0.0
H 7.140196 3.274759 3.764380 0.2 0.3 0.3
H 5.618634 4.011921 3.070992 0.5 -0.1 0.2
H 9.981761 1.454200 -0.894026 -0.5 1.2 0.3
H 10.046321 2.316133 0.608832 -0.2 0.1 0.6
H 9.287690 3.142126 -0.787579 0.2 -0.2 0.1
H 7.734572 1.089743 2.943419 0.1 -0.2 0.1
C -1.774416 2.655274 4.901630 -1.4 0.6 -0.7
C -3.049250 2.208560 5.656923 -1.2 -0.4 0.3
C -3.984844 3.370335 5.952933 -0.1 0.5 0.6
C -4.625884 3.979265 4.756570 1.4 -0.9 -1.6
C -5.374458 2.896230 4.026591 -1.5 0.4 -0.8
C -4.616244 1.620004 3.717041 -0.3 -0.3 -1.0
N -3.945182 1.218080 4.955225 1.3 -0.3 -0.5
O -3.126632 0.045984 4.621064 -0.7 0.0 1.0
C -5.695928 0.571475 3.366448 -0.1 0.4 -1.2
C -3.716567 1.700186 2.436274 -0.6 -0.2 -0.1
C -2.818385 1.556135 7.012743 -1.6 -0.9 -0.9
H -2.179556 3.091821 3.963903 0.8 -0.3 0.2
H -1.008071 1.918662 4.671517 -0.3 -0.4 0.1
H -1.289384 3.480574 5.412167 0.0 0.1 0.4
H -4.737148 3.095324 6.723740 0.4 -0.1 -0.5
H -3.367020 4.136354 6.359181 0.5 0.7 0.9
H -3.795270 4.395944 4.135666 -0.7 -0.2 0.1
H -5.273112 4.777444 4.990467 -0.8 1.0 0.4
H -5.847322 3.264382 3.070188 0.5 -0.3 0.8
H -6.215950 2.572533 4.676445 0.3 0.3 -0.2
H -6.450295 0.979964 2.652872 0.8 0.2 0.2
H -5.209343 -0.231954 2.812633 -0.2 -0.4 0.5
H -6.323666 0.264384 4.179076 0.2 -0.5 0.8
H -3.460874 2.709667 2.137850 0.3 0.3 0.1
H -2.842643 1.076594 2.525460 0.5 0.1 0.4
H -4.206084 1.250333 1.557199 -0.3 0.3 0.3
H -3.828997 1.154422 7.339468 1.4 -0.1 -0.4
H -2.526639 2.169314 7.809828 0.8 1.3 0.8
H -2.068091 0.828745 6.821051 0.4 -1.1 0.6
H -3.398042 -0.544714 5.354879 0.3 0.2 -0.7
C -5.928156 4.471043 -1.131997 -0.6 3.1 1.3
C -5.306473 3.991124 -2.379305 0.0 -0.2 -0.5
C -3.892037 3.582274 -2.103584 1.9 1.0 0.7
C -3.186824 2.788386 -3.147584 -1.0 -2.4 -1.4
C -4.057363 1.502751 -3.339425 0.4 -0.2 1.6
C -5.482448 1.891561 -3.671372 -0.5 -1.6 -2.2
N -6.043587 2.798303 -2.704253 1.0 -1.6 -0.3
O -7.364142 3.033766 -3.059923 -1.8 0.0 1.5
C -5.461643 2.269778 -5.163297 -1.9 1.0 -1.2
C -6.334833 0.606026 -3.749398 -0.9 -0.8 2.0
C -5.341990 5.087939 -3.450715 0.6 -0.5 -0.4
H -5.274735 5.235103 -0.602024 -0.9 -0.4 -1.0
H -6.061117 3.741825 -0.363100 -0.3 -1.0 0.2
H -6.918458 4.935143 -1.424672 1.0 -0.4 0.8
H -3.287493 4.503889 -2.022733 -0.4 -0.2 0.6
H -3.809151 3.036272 -1.147511 -0.1 0.3 -0.2
H -2.183199 2.494912 -2.893701 0.5 0.0 0.5
H -3.083754 3.252230 -4.132345 -0.2 0.4 0.1
H -4.141775 0.972833 -2.357238 0.4 0.3 -0.4
H -3.682508 0.739123 -4.044233 -0.1 0.6 0.1
H -4.718561 2.987610 -5.464603 0.4 0.3 0.0
H -5.341477 1.355890 -5.741276 0.5 -0.1 0.0
H -6.448193 2.639763 -5.590370 0.9 -0.1 0.9
H -5.778368 -0.146628 -4.291837 0.1 -0.2 -0.3
H -6.518795 0.128564 -2.716453 0.1 0.9 -1.3
H -7.316504 0.755731 -4.255093 0.7 0.0 0.4
H -5.490273 6.059841 -2.992273 0.4 0.3 0.0
H -6.181717 4.927933 -4.104669 -0.4 0.0 -0.3
H -4.417815 5.005689 -4.061001 -0.6 0.5 0.3
H -7.854221 2.700300 -2.250083 0.6 0.6 -1.6
C 1.201715 -6.089469 1.363114 -0.1 -1.2 -1.2
C 0.335107 -5.797970 0.097170 0.2 -0.1 1.0
C 0.074008 -4.284341 0.098943 -0.5 -0.5 -0.5
C -0.437352 -3.921429 -1.285853 -1.2 2.0 0.8
C 0.533958 -4.240803 -2.363483 0.7 1.0 0.1
C 0.828410 -5.704441 -2.417454 1.4 1.0 -0.2
N 1.242451 -6.089503 -1.025763 0.2 -0.8 -2.0
O 1.578713 -7.489835 -1.124674 -1.0 0.1 0.5
C -0.348586 -6.447948 -2.998766 -1.2 -1.3 0.0
C 1.994319 -5.899736 -3.449871 -1.0 -1.7 -0.1
C -1.029578 -6.619463 0.191556 1.3 1.1 1.0
H 1.285993 -7.166828 1.503373 0.2 -0.1 -0.1
H 2.207833 -5.684595 1.257166 -0.1 0.1 -0.2
H 0.783993 -5.717785 2.256881 -0.8 0.7 1.0
H -0.636317 -4.024749 0.921797 0.4 -0.2 -0.7
H 0.994361 -3.738517 0.279392 0.3 -0.1 0.1
H -1.426015 -4.379726 -1.420491 0.1 0.1 -0.2
H -0.566236 -2.823338 -1.330515 -0.4 -0.3 0.1
H 1.430544 -3.598434 -2.184724 -0.1 -0.8 0.1
H 0.211805 -3.894040 -3.334044 -0.5 -0.1 -0.3
H -1.348159 -6.248917 -2.519722 1.0 0.3 -0.8
H -0.217400 -7.540645 -2.837549 -0.1 0.4 -0.4
H -0.356001 -6.308913 -4.107917 -0.3 0.0 1.0
H 2.994970 -5.637141 -3.107648 -0.3 0.4 -0.1
H 1.693380 -5.535290 -4.469025 0.5 0.3 1.1
H 2.003854 -6.986836 -3.602715 0.5 0.0 0.0
H -1.479573 -6.160573 1.114815 0.1 -1.0 -0.7
H -1.759832 -6.547240 -0.619191 0.4 0.2 0.1
H -0.711499 -7.657570 0.340475 -0.6 0.1 0.2
H 0.750910 -7.934238 -1.437758 0.9 0.3 0.4
C 2.939685 1.016872 1.393844 3.0 1.8 -0.3
C 2.338603 -0.085593 0.589060 -1.5 0.4 0.5
C 1.960702 -1.124685 1.633764 -1.7 -1.0 -1.2
C 0.662311 -0.809516 2.444931 1.7 0.0 -1.1
C -0.473522 -0.434792 1.533196 -0.5 -1.0 0.3
C -0.168420 0.745323 0.656362 1.3 0.0 -0.3
N 1.063140 0.357594 -0.107641 -0.2 0.0 -0.5
O 1.298055 1.462531 -1.022681 0.6 -0.6 0.4
C -1.300074 0.875556 -0.316109 -1.0 0.2 -0.8
C -0.113983 2.058821 1.444140 0.1 1.3 0.8
C 3.227276 -0.731246 -0.442828 0.1 1.4 -1.9
H 2.781031 1.998012 0.943298 -0.1 0.0 -0.1
H 4.097219 0.980941 1.532735 -1.9 -0.4 -0.3
H 2.524557 1.053579 2.378930 -0.2 0.1 0.6
H 1.796495 -2.044151 1.047313 -0.1 -0.1 0.5
H 2.826658 -1.270742 2.246090 0.4 -0.2 0.6
H 0.916117 0.059950 3.039245 -0.2 -0.2 0.9
H 0.431684 -1.715567 2.994053 -0.1 0.2 0.6
H -1.362701 -0.210718 2.147651 0.2 -0.2 -0.3
H -0.689969 -1.299155 0.866258 -0.1 0.4 0.3
H -1.211478 1.791109 -0.939892 -0.1 -0.8 0.2
H -1.450628 -0.044545 -0.899913 0.4 0.3 -0.3
H -2.224160 0.941382 0.264511 0.0 0.3 0.0
H 0.490939 2.893780 1.010278 -0.1 -1.0 0.0
H -1.130244 2.495028 1.454456 0.4 -0.4 0.2
H 0.202027 1.965439 2.510891 -0.1 -0.1 -0.8
H 2.755960 -1.627172 -0.841192 -0.2 -0.1 0.0
H 4.206856 -1.029477 -0.068576 0.0 0.4 0.1
H 3.329067 -0.004322 -1.334781 0.3 -1.1 1.4
H 1.505806 1.024688 -1.863007 -0.1 0.1 0.1
C -1.955446 -2.372123 6.850207 -0.2 2.4 0.9
C -0.909240 -2.258067 5.789116 1.5 1.8 1.6
C 0.038491 -0.995365 6.029266 0.5 -1.9 -1.1
C 0.421071 -0.932137 7.427960 -0.2 0.6 -0.3
N 0.612550 -0.786467 8.547445 0.3 -0.2 0.5
H -2.328676 -1.357146 7.156774 0.1 -0.8 -0.4
H -1.587778 -2.781811 7.771718 0.3 -0.4 0.4
H -2.777386 -2.925260 6.524772 -1.4 -1.1 -0.5
H -1.315560 -2.150879 4.821736 -0.3 -0.2 -1.2
H -0.265381 -3.091791 5.928329 0.5 -1.0 -0.7
H -0.458390 -0.088442 5.716708 -0.1 0.3 0.1
H 0.959803 -1.142524 5.397455 -0.8 0.3 0.6
C 5.371400 -3.474349 -0.313387 -0.7 0.5 -0.4
C 4.727696 -3.838388 -1.670749 2.5 0.8 0.0
C 5.793731 -4.393564 -2.663500 -1.0 -0.3 -1.5
C 6.909109 -3.466482 -2.890577 -0.1 0.4 -0.1
N 7.687243 -2.651862 -3.133284 -0.2 -0.4 0.2
H 5.821653 -4.350114 0.122567 0.5 -0.3 0.2
H 4.615089 -3.140497 0.403381 0.0 0.0 -0.1
H 6.095921 -2.646845 -0.423857 -0.1 -0.5 0.1
H 4.411729 -2.946374 -2.187722 -0.7 0.5 0.2
H 3.933144 -4.525328 -1.553002 -0.9 -0.7 0.1
H 5.295635 -4.501372 -3.693907 0.7 0.0 1.4
H 6.173081 -5.385877 -2.420307 0.0 0.1 0.2
```
Forces are in eV/Å.

Results of the Löwdin charge analysis, in e, for atoms 1 through 99:
1. C -0.15
2. O -0.23
3. C -0.14
4. C -0.21
5. O -0.21
6. C -0.03
7. H 0.10
8. H 0.09
9. H 0.06
10. H 0.15
11. H 0.13
12. H 0.13
13. H 0.13
14. H 0.05
15. H 0.09
16. H 0.07
17. C -0.03
18. C -0.49
19. C -0.12
20. C -0.14
21. C -0.14
22. C -0.50
23. N -0.07
24. O 0.00
25. C -0.03
26. C -0.05
27. C -0.02
28. H 0.07
29. H 0.08
30. H 0.05
31. H 0.12
32. H 0.09
33. H 0.10
34. H 0.10
35. H 0.08
36. H 0.12
37. H 0.06
38. H 0.10
39. H 0.08
40. H 0.08
41. H 0.09
42. H 0.10
43. H 0.05
44. H 0.10
45. H 0.08
46. H 0.03
47. C -0.03
48. C -0.53
49. C -0.14
50. C -0.16
51. C -0.12
52. C -0.50
53. N -0.08
54. O -0.06
55. C -0.05
56. C -0.01
57. C -0.04
58. H 0.06
59. H 0.07
60. H 0.09
61. H 0.13
62. H 0.12
63. H 0.08
64. H 0.12
65. H 0.11
66. H 0.13
67. H 0.10
68. H 0.08
69. H 0.10
70. H 0.08
71. H 0.07
72. H 0.06
73. H 0.11
74. H 0.08
75. H 0.08
76. H 0.12
77. C -0.04
78. C -0.59
79. C -0.13
80. C -0.17
81. C -0.15
82. C -0.54
83. N -0.05
84. O -0.04
85. C -0.03
86. C -0.03
87. C -0.02
88. H 0.08
89. H 0.09
90. H 0.11
91. H 0.11
92. H 0.14
93. H 0.14
94. H 0.09
95. H 0.12
96. H 0.10
97. H 0.08
98. H 0.09
99. H 0.08